1.
C8H11N2 | ωB97M-V/def2-TZVPD

- E (eV) = -11439.2778
- expectation value of S² = 2.04
- frontier orbital gap (alpha / beta) (eV) = 6.18 / 8.40

ORCA input file:
```
! RIJCOSX wB97M-V def2-TZVPD def2/J DEFGRID3
* xyz 1 3
C -0.84245 3.29557 -0.38674
C -2.52613 -0.60462 2.00121
C -1.02978 2.27791 0.23329
C -1.80325 0.20581 1.47484
C 1.14193 -0.65944 -0.87619
C -1.08873 -0.40647 -1.58789
C 1.24469 -0.42310 0.65983
C -0.84447 1.00268 0.89653
N -0.15622 -1.24401 -1.21255
N 0.54782 0.79308 1.15803
H -0.74211 4.28350 -0.67819
H -3.22955 -0.95372 2.63730
H 1.28337 0.28410 -1.33702
H 1.93092 -1.40060 -1.25629
H -2.06526 -1.01664 -1.88070
H -0.81806 0.50679 -1.88227
H 0.81694 -1.23559 1.27701
H 2.35929 -0.46950 0.88481
H -0.41663 -2.14867 -0.72677
H 0.51395 0.90770 2.14189
H 0.85667 1.70082 0.73970
*
```

Mulliken population analysis, charges in e, atoms 1 to 4: C 0.4712; C 0.0568; C -1.0133; C -0.7873

2.
C8H11N5 | ωB97M-V/def2-TZVPD

- E (eV) = -15903.6847
- frontier orbital gap (eV) = 8.17

ORCA input file:
```
! RIJCOSX wB97M-V def2-TZVPD def2/J DEFGRID3
* xyz 2 1
C 3.11553 -6.94811 -1.75021
C 1.38659 -3.34127 -3.76261
C 4.33412 -1.59407 -3.58974
C 2.35363 -2.61367 -3.98416
C 3.04750 -5.55599 -1.58503
C 4.32992 -3.48964 -2.14901
C 1.97682 -7.39894 -0.99991
C 1.44554 -6.15857 -0.39167
N 3.22233 -1.69627 -4.22353
N 4.07437 -4.63256 -1.90621
N 4.89545 -2.36752 -2.51920
N 2.04106 -5.09477 -0.77083
N -4.11540 9.65743 1.60306
H 3.94644 -7.42991 -2.31941
H 0.57043 -3.89194 -3.75127
H 5.04371 -0.93664 -3.83011
H 1.21439 -8.08377 -1.49112
H 2.25685 -7.94082 -0.01990
H 0.60000 -6.26576 0.26593
H -3.92923 9.40627 0.59681
H 5.72722 -2.13550 -1.96477
H -3.30346 10.06393 2.00943
H -4.56445 8.84363 2.16066
H -4.61924 10.65186 1.60524
*
```

Mulliken population analysis, charges in e, atoms 1 to 4: C -0.6126; C -0.4197; C -0.0376; C 0.0200

3.
C21H48Cl2CsN11O9P2Se2 | ωB97M-V/def2-TZVPD

- E (eV) = -232245.0602
- frontier orbital gap (eV) = 4.11

ORCA input file:
```
! RIJCOSX wB97M-V def2-TZVPD def2/J DEFGRID3
* xyz -2 1
Cs -0.06668 0.27221 0.91131
C 2.68702 3.36707 2.30722
O 1.44159 3.51476 3.03235
C 0.36174 3.13157 2.33979
O 0.40946 2.65164 1.22559
N -0.78684 3.37006 3.02958
N -1.98411 2.81115 2.51919
H 3.42568 3.90782 2.89125
H 2.60115 3.79180 1.30984
H 2.97327 2.31880 2.22501
H -0.67741 3.38544 4.03474
H -2.68677 2.99446 3.22537
H -1.88098 1.79680 2.48425
C -0.82378 -3.03787 -2.01560
N -1.83931 -2.15835 -2.62855
C -3.02759 -2.86000 -3.08916
P -2.03221 -0.66448 -1.96748
O -0.80743 -0.15250 -1.34170
O -3.29006 -0.81722 -0.91553
P -3.11284 -1.39137 0.57531
O -1.72855 -1.52068 1.05037
N -4.01988 -0.30715 1.41597
C -5.13928 0.44637 0.87764
C -4.08492 -0.52941 2.86184
N -3.83445 -2.88663 0.46278
C -5.24539 -2.94396 0.12529
C -3.37906 -3.95699 1.34511
N -2.72457 0.37674 -3.03032
C -4.12785 0.43876 -3.38022
C -1.82651 1.02362 -3.98943
H -0.67420 -3.88848 -2.68280
H -1.14423 -3.41056 -1.03638
H 0.12357 -2.50785 -1.92286
H -2.74099 -3.58347 -3.85434
H -3.74259 -2.16857 -3.53399
H -3.52324 -3.39558 -2.26991
H -5.03542 0.57582 -0.19605
H -5.15568 1.43710 1.33682
H -6.09713 -0.04432 1.09067
H -3.21347 -1.08687 3.19910
H -4.98910 -1.08527 3.14020
H -4.09562 0.42797 3.38437
H -5.51578 -2.11969 -0.53519
H -5.88498 -2.90012 1.01622
H -5.46386 -3.87743 -0.40010
H -2.35307 -3.77138 1.65272
H -3.41719 -4.91160 0.81344
H -4.00803 -4.03518 2.23991
H -4.73639 -0.07656 -2.64074
H -4.31641 -0.00736 -4.36474
H -4.45282 1.48252 -3.42001
H -0.78467 0.89572 -3.69971
H -2.03864 2.09389 -4.02530
H -1.96046 0.60203 -4.99123
O 7.90041 1.64124 -0.07291
C 6.83730 2.56502 -0.26885
C 5.78276 2.10167 -1.28239
C 6.45643 2.14408 -2.65943
O 5.67804 1.58783 -3.71786
C 4.59491 3.08206 -1.17550
Se 3.59013 3.59142 -2.82665
C 5.32594 0.64412 -1.00216
Se 5.25964 0.04339 0.89625
H 7.47373 0.89865 0.40320
H 7.27598 3.50427 -0.62483
H 6.33389 2.75888 0.68285
H 7.39116 1.58251 -2.60188
H 6.69191 3.18967 -2.89851
H 4.92105 2.21802 -3.79145
H 4.93505 4.02462 -0.73850
H 3.87153 2.64821 -0.48371
H 5.98289 -0.04383 -1.53586
H 4.33048 0.51490 -1.40741
Cl 1.91980 -1.88834 1.80859
C 2.85115 -2.62538 0.47966
Cl 2.46483 -4.37060 0.29751
H 3.90377 -2.48732 0.70055
H 2.57622 -2.13083 -0.44677
N 1.82225 0.63181 -2.95413
C 2.36792 -0.59633 -3.16755
N 3.44336 -0.64856 -4.01364
O 1.88408 -1.63117 -2.68173
H 2.35868 1.50143 -3.10532
H 1.14590 0.68522 -2.20674
H 4.06749 0.15654 -4.05617
H 3.92707 -1.52884 -3.94617
N -0.58964 -1.71007 4.52578
C -1.00628 -0.40023 4.46203
O -0.61638 0.30192 3.51661
C -1.91963 0.01556 5.49564
C -2.46846 1.31368 5.50192
N -2.94049 2.37177 5.50017
C -2.28759 -0.87348 6.53397
N -2.59934 -1.63653 7.34750
H 0.18587 -1.95105 3.92930
H -0.67688 -2.21317 5.39276
*
```

Mulliken population analysis, charges in e, atoms 1 to 4: Cs 2.3410; C -0.5721; O -0.4505; C 0.6406

4.
C4H7N3 | ωB97M-V/def2-TZVPD

- E (eV) = -8727.5343
- frontier orbital gap (alpha / beta) (eV) = 9.67 / 5.30

ORCA input file:
```
! RIJCOSX wB97M-V def2-TZVPD def2/J DEFGRID3
* xyz 0 1
C 1.41621 -0.98966 -0.42112
C 0.00538 1.75670 1.04277
N -0.59552 0.61397 1.07394
C -1.05490 -0.09932 -0.09278
N -2.26411 0.02346 -0.40812
C 0.01881 -0.91285 -1.01625
N -0.45925 -1.33940 -2.05836
H 1.95664 -0.03585 -0.48226
H 1.98777 -1.73351 -0.97733
H 1.39132 -1.29082 0.63585
H 0.01869 2.30819 0.10898
H 0.48359 2.14486 1.93346
H -0.59049 0.08909 1.94614
H -2.31413 -0.53485 -1.28492
*
```

Mulliken population analysis, charges in e, atoms 1 to 4: C -1.1265; C -0.5860; N -0.1067; C -0.0092

5.
C4H8N2O | ωB97M-V/def2-TZVPD

- E (eV) = -9303.0736
- frontier orbital gap (eV) = 8.86

ORCA input file:
```
! RIJCOSX wB97M-V def2-TZVPD def2/J DEFGRID3
* xyz 0 1
C 0.48063 -0.96921 -0.77266
C -0.03407 -1.99670 0.18326
C -1.06422 1.17663 0.84154
N -1.18918 1.97495 -0.23977
C 2.05758 0.75527 -0.07192
N 1.46944 -0.21969 -0.50550
O -1.92892 0.44720 1.26152
H 0.07579 -0.93720 -1.77336
H -2.03178 1.92083 -0.79631
H -0.40333 2.50094 -0.58363
H 0.55555 -1.99354 1.09672
H -1.06641 -1.77217 0.45124
H -0.00532 -2.99156 -0.26034
H 3.13387 0.83213 -0.14429
H -0.04961 1.27213 1.31349
*
```

Mulliken population analysis, charges in e, atoms 1 to 4: C -0.0526; C -0.9626; C 0.0480; N -0.3119

6.
C20H23BrF9N3O2S2Sr | ωB97M-V/def2-TZVPD

- E (eV) = -146657.0457
- frontier orbital gap (eV) = 3.64

ORCA input file:
```
! RIJCOSX wB97M-V def2-TZVPD def2/J DEFGRID3
* xyz 2 1
C 7.76725 -0.37502 -0.85424
C 6.36451 0.30884 -0.44874
C 6.50842 1.69072 0.36134
C 5.18169 2.14104 1.15791
C 3.80693 1.83240 0.38960
C 2.55251 2.28365 1.33812
C 1.21042 1.48097 1.02510
C -0.18402 2.14078 0.73102
Br -0.20756 4.12521 0.75388
C -1.49738 1.33063 0.42423
N -2.83820 1.88881 0.17130
C -3.31651 2.77741 1.25527
C -3.66150 4.35335 1.04362
O -3.43484 2.32726 2.43255
C -2.97795 2.48131 -1.17929
C -4.50039 2.61726 -1.73630
O -2.02606 2.83428 -1.91864
C -1.39552 -0.23739 0.37278
C -2.67334 -1.16179 0.01871
C -2.32252 -2.05565 -1.26955
C -3.58210 -2.83960 -1.88850
F -4.56542 -1.80278 -2.15542
F -3.32447 -3.38919 -3.19694
C -4.29319 -3.84455 -0.87971
F -4.95601 -3.18129 0.21367
F -5.36533 -4.47353 -1.60426
S -3.22807 -5.18730 -0.14477
F -4.41069 -5.43434 1.04644
F -2.43440 -4.14814 0.94223
F -2.03937 -5.10519 -1.29743
F -4.01713 -6.30915 -1.13557
F -2.37412 -6.47948 0.55954
C -0.01439 -0.93230 0.66156
N 0.31281 -2.35435 0.67856
S 1.97652 -2.66404 1.07211
N 2.37107 -0.98808 1.25460
C 1.28353 -0.08763 1.00208
H 7.69217 -0.89776 -1.86949
H 8.63580 0.37712 -0.93646
H 8.03674 -1.19763 -0.08615
H 5.76439 -0.46527 0.14469
H 5.83550 0.57118 -1.44718
H 7.32503 1.51884 1.16852
H 6.92342 2.49276 -0.35422
H 5.25222 1.66951 2.20954
H 5.24472 3.28606 1.32942
H 3.78695 2.52404 -0.54104
H 3.70421 0.76634 -0.00810
H 2.82062 2.11108 2.45443
H 2.47183 3.41879 1.21318
H -3.52557 4.89133 2.05801
H -4.76763 4.41607 0.75862
H -2.97320 4.84319 0.25670
H -4.55788 2.35019 -2.86127
H -5.15961 1.81703 -1.21308
H -4.97282 3.62752 -1.49213
H -3.01466 -1.74783 0.94102
H -3.56903 -0.48487 -0.26942
H -1.98450 -1.31374 -2.09536
H -1.40091 -2.74207 -1.10812
Sr -1.26296 -5.39504 2.55100
*
```

Mulliken population analysis, charges in e, atoms 1 to 4: C -1.0635; C -0.1144; C -0.6156; C -0.7354

Record order is preserved below.
Relative energy (zero: lowest compared OMol25 entry of this formula, charge and spin): 58.4 90.9 0.0 95.6 76.6 0.0 kcal per mole